Entry 1:
Density functional theory data (ωB97M-V with the def2-TZVPD basis set) for C15H31O16Tl as an isolated structure at a distorted geometry.

Each line ends with the Mulliken charge.
Positions of all 63 atoms, in Å:
Tl 0.531354 -0.362140 0.120045  1.37
O -1.944361 0.082651 1.122556  -0.26
H -2.748799 0.619318 0.971101  0.27
C -0.517001 -4.376453 -2.794024  -0.60
O -1.797264 -4.287429 -2.155328  -0.38
C -1.998695 -3.309092 -1.315864  0.63
O -1.232997 -2.375577 -1.102557  -0.35
O -3.100855 -3.530697 -0.626823  -0.35
C -3.674195 -2.433220 0.090712  -0.54
H -0.569310 -4.720958 -3.824361  0.28
H 0.055340 -5.140916 -2.269216  0.28
H -0.018505 -3.411103 -2.781779  0.22
H -3.213397 -1.473449 -0.113912  0.07
H -3.568287 -2.694811 1.144998  0.32
H -4.739335 -2.382956 -0.127607  0.37
C -1.149285 2.025483 3.845027  -0.55
O 0.195891 2.278187 4.133215  -0.34
C 1.204912 1.883730 3.409199  0.81
O 1.096133 1.360105 2.301470  -0.53
O 2.323470 2.138127 4.020981  -0.34
C 3.584313 1.975152 3.395271  -0.46
H -1.729625 2.784102 4.362087  0.33
H -1.455037 1.055625 4.254769  0.32
H -1.417438 1.941562 2.791154  0.14
H 3.465925 1.963646 2.308389  0.09
H 4.076791 1.050115 3.683662  0.28
H 4.123829 2.890265 3.628323  0.30
C 0.913815 5.691134 0.351450  -0.75
O 0.532118 4.330327 0.324353  -0.29
C 1.320860 3.470802 -0.325533  0.73
O 0.894488 2.361127 -0.578459  -0.42
O 2.466718 3.953028 -0.716391  -0.35
C 3.452192 3.096079 -1.320462  -0.63
H 1.914333 5.857051 0.757812  0.32
H 0.299851 6.219388 1.080954  0.28
H 0.832515 6.224115 -0.595290  0.32
H 2.967053 2.275125 -1.840478  0.26
H 4.062685 2.733513 -0.492429  0.25
H 4.124112 3.660817 -1.958483  0.29
C -2.556403 3.534973 -3.119600  -0.68
O -1.702870 2.627208 -2.372132  -0.20
C -1.712164 1.319921 -2.598511  0.55
O -1.345637 0.528636 -1.747466  0.14
O -2.144918 1.068438 -3.812857  -0.35
C -2.223944 -0.316688 -4.236578  -0.14
H -2.333606 4.537877 -2.778152  0.23
H -3.607253 3.303717 -2.942076  0.32
H -2.365459 3.331725 -4.170294  0.34
H -1.509515 -0.493127 -5.032837  0.32
H -3.260162 -0.560801 -4.454491  0.31
H -1.980540 -0.960335 -3.389221  -0.26
C -0.831081 -4.815102 1.563878  -0.52
O 0.542047 -5.173672 1.556430  -0.30
C 1.406459 -4.247077 1.249025  0.78
O 1.226369 -3.137264 0.763532  -0.48
O 2.617385 -4.678863 1.526157  -0.37
C 3.770613 -3.869591 1.517125  -0.63
H -1.227249 -3.857551 1.230157  -0.02
H -1.227523 -4.927549 2.576093  0.40
H -1.431389 -5.562086 1.041232  0.35
H 4.580715 -4.552025 1.761593  0.25
H 3.800841 -3.024637 2.204742  0.28
H 3.950960 -3.497928 0.505732  0.29

Forces on atoms 1 to 3 (eV/Å):
Tl -2.0 0.8 0.4
O 1.0 -0.8 0.3
H 0.5 0.4 -0.7

Calculated values
ΔE to the lowest compared entry with this formula, charge and spin (eV): 0.0000
Net charge: +2
Multiplicity: 1
F_max (eV/Å): 2.72
LUMO energy (eV): -12.4

***

Entry 2:
Density functional theory data (ωB97M-V with the def2-TZVPD basis set) for the molecule C15H32ClN2O7P at a distorted geometry.

Each line ends with the Mulliken charge.
Positions of all 58 atoms, in Å:
C 1.295133 4.953574 1.443164  -1.22
C 1.743600 3.742045 0.639167  -0.41
O 0.881610 2.653888 0.924499  -0.33
C 1.569368 1.508309 1.420597  -0.79
C 0.569975 0.502154 1.975290  -1.58
C 0.607173 -0.931633 1.433606  -0.67
O -0.328178 -1.258975 0.458955  -0.43
C 0.199620 -1.163112 -0.863211  1.25
C -0.322667 0.201555 -1.444293  -1.63
O -1.261540 0.841842 -0.621703  -0.19
C -2.588947 0.568946 -0.970028  -0.18
O -3.354854 0.867879 0.154357  -0.22
C -4.688584 1.277009 -0.111327  -0.46
C -5.039121 2.455004 0.788198  -0.48
O -5.745332 2.051291 1.948309  -0.55
C -0.105958 -2.405178 -1.713854  0.30
Cl -1.771336 -3.028955 -1.353448  -0.21
C -0.053742 -2.182515 -3.211991  -0.78
C 1.200186 -1.493503 -3.722972  -1.18
C 1.741475 -1.146359 -0.600859  -2.13
C 1.919122 -1.495579 0.861417  1.48
N 3.187130 -1.062836 1.445069  -0.59
P 1.909320 -3.346203 1.121288  0.88
N 2.911521 -4.114232 0.215436  -0.85
O 0.447329 -3.953249 0.993865  -0.52
O 2.197896 -3.518227 2.694788  -0.58
H 1.764666 4.986141 2.421506  0.30
H 1.523176 5.882276 0.935323  0.39
H 0.232290 4.841578 1.599418  0.28
H 1.680079 3.999499 -0.416272  0.33
H 2.778530 3.486011 0.845945  0.42
H 2.204411 1.110320 0.640118  0.58
H 2.232312 1.826247 2.224509  0.60
H 0.661091 0.483550 3.052905  0.69
H -0.428974 0.867385 1.769587  0.19
H 0.391188 -1.542005 2.316823  0.51
H 0.495594 0.906911 -1.543580  0.27
H -0.723273 0.063101 -2.443578  0.60
H -2.886038 1.165001 -1.841916  0.28
H -2.703760 -0.487389 -1.230449  0.18
H -5.378329 0.481390 0.147170  0.31
H -4.819218 1.589306 -1.144003  0.41
H -4.098852 2.920780 1.072127  0.29
H -5.607654 3.206299 0.253350  0.27
H -5.142369 2.045991 2.704475  0.32
H 0.550606 -3.196285 -1.402847  0.48
H -0.943852 -1.662644 -3.539899  0.37
H -0.083552 -3.163697 -3.669538  0.51
H 1.258156 -0.460796 -3.401102  0.25
H 1.257722 -1.506823 -4.803423  0.46
H 2.096162 -1.968808 -3.348615  0.29
H 2.037260 -0.133104 -0.854311  0.44
H 2.355353 -1.764245 -1.241575  0.30
H 3.073211 -0.906531 2.441414  0.29
H 3.866826 -1.813691 1.371198  0.42
H 3.410975 -3.500495 -0.416095  0.29
H 0.498800 -4.765741 0.459785  0.35
H 1.327248 -3.512461 3.137255  0.34

Forces on atoms 1 to 3 (eV/Å):
C 0.3 -0.3 0.2
C -0.3 0.4 0.0
O 0.1 -0.3 0.1

Calculated values
SMILES: CCOCC[C@H]1O[C@](COCOCCO)([C@@H](Cl)CC)C[C@]1(N)P(=N)(O)O
Multiplicity: 1
F_max (eV/Å): 1.76
LUMO energy (eV): 0.5